Density functional theory data (ωB97M-V/def2-TZVPD) for a 2-piece molecular cluster, C8H16 overall in a non-equilibrium geometry.

Multiplicity: 1
Charge: 0
E_HOMO, eV: -9.56
HOMO-LUMO gap, eV: 10.58

Atoms and positions in Å:
C (-3.02936, -2.93990, -1.10232)
C (-2.19746, -2.55162, -0.13462)
C (-2.71971, 0.01678, -0.28898)
C (-1.81443, -1.12247, 0.12027)
H (-3.37296, -3.97578, -1.20288)
H (-3.40875, -2.20519, -1.82168)
H (-1.80884, -3.25462, 0.61395)
H (-2.76013, 0.04297, -1.39093)
H (-2.33163, 0.98412, 0.07193)
H (-3.74398, -0.11766, 0.09755)
H (-0.78850, -0.90372, -0.23340)
H (-1.79844, -1.11117, 1.22709)
C (3.46837, 1.33007, 2.07365)
C (2.78870, 2.01112, 1.13041)
C (1.44184, 0.99319, -0.82903)
C (2.71653, 1.70219, -0.40216)
H (3.40599, 1.50273, 3.15416)
H (4.05178, 0.46898, 1.72815)
H (2.25771, 2.88338, 1.53390)
H (0.61071, 1.63870, -0.49864)
H (1.39530, 0.04483, -0.26774)
H (1.31166, 0.77366, -1.90210)
H (3.59827, 1.12104, -0.73420)
H (2.72730, 2.66833, -0.94245)


Density functional theory data (ωB97M-V/def2-TZVPD) for one molecule with the formula C3H2N2O2 in a non-equilibrium geometry.

Multiplicity: 1
Charge: 0
E_HOMO, eV: -10.84
HOMO-LUMO gap, eV: 9.33

Atoms and positions in Å:
C (-0.11393, -0.26460, -0.04901)
C (-0.38347, 1.20047, 0.02641)
C (-1.56658, -0.81535, 0.07216)
H (2.82373, -0.87187, 0.08672)
H (0.57617, 1.87249, 0.37190)
N (0.87848, -1.01270, -0.06496)
N (-2.67259, -1.33371, -0.11211)
O (2.09613, -0.15453, -0.15634)
O (-1.63794, 1.37981, -0.17478)


Density functional theory data (ωB97M-V/def2-TZVPD) for a 2-piece molecular cluster, H3O3P3 overall in a non-equilibrium geometry.

Multiplicity: 1
Charge: -2
E_HOMO, eV: 1.52
HOMO-LUMO gap, eV: 5.57

Atoms and positions in Å:
O (1.42426, -1.53523, -2.19286)
O (0.73161, -1.97338, 0.22146)
O (1.53647, 0.43432, -0.49528)
P (-0.91554, 0.33874, 1.12547)
P (-0.12801, 0.85598, -0.82930)
P (0.91685, -1.03628, -0.89241)
H (-1.32455, 1.48904, 1.70011)
H (0.42509, 0.50741, 1.44499)
H (-2.66618, 0.91938, -0.08217)


ΔE to the lowest compared entry with this formula, charge and spin (computed, eV): 1.442 4.831 2.129